C27H52F8KN8Na2O16S2 | the ωB97M-V functional and the def2-TZVPD basis

```
116
Properties=species:S:1:pos:R:3:forces:R:3:lowdin_charge:R:1
K -3.6245 0.4386 -4.9049 -0.67 -0.22 -1.13 1.030
S -2.5075 4.6666 5.1493 -0.51 0.14 0.27 0.692
S 5.0355 1.2239 -7.1394 0.09 -0.66 -0.12 0.486
Na 2.7826 1.5784 -5.2676 -0.93 -0.54 -0.05 0.703
Na 3.8991 1.4593 5.5447 0.03 0.23 0.14 0.903
F -2.5802 0.6734 -2.8813 0.46 0.48 1.32 -0.156
F 6.7562 1.7088 -9.0261 0.06 -0.03 -0.04 0.163
F 1.0704 -0.3471 4.0443 -0.47 -0.20 0.06 0.161
F 7.1980 2.6917 -7.1461 0.02 0.03 0.03 0.125
F 3.2210 -0.1735 4.2641 0.13 -0.25 0.01 0.008
F 1.6137 1.7157 2.8583 0.03 0.35 0.21 0.150
F 3.5223 1.0780 2.1155 0.43 -0.23 -0.28 0.149
F 5.6076 3.4374 -8.4148 0.02 0.02 0.01 0.137
O 3.9993 0.9448 -8.0979 -0.30 0.32 0.08 -0.284
O 4.5418 2.0721 -6.0202 0.92 0.56 -0.13 -0.452
O -4.6932 -4.0600 3.3407 0.03 -0.02 0.06 0.020
O -1.4185 5.6170 5.0772 0.23 -0.19 -0.19 -0.341
O 1.1362 -3.1359 -4.8578 -0.07 0.23 0.49 -0.426
O -4.7058 -4.2762 1.0939 0.03 -0.03 -0.05 0.125
O -3.7234 -2.5407 2.1568 0.20 -0.04 0.05 0.043
O 7.0891 1.5509 -1.6722 -0.04 0.00 0.07 0.025
O -2.6969 3.7149 4.0647 0.49 -0.05 0.12 -0.370
O 5.8113 0.1082 -6.6935 0.21 0.08 0.20 -0.264
O -0.0825 -6.2845 -1.8574 -0.03 -0.04 0.21 0.164
O -8.8124 6.4361 5.8256 0.00 0.01 -0.01 -0.044
O -7.5046 5.2175 7.0428 -0.07 0.03 -0.03 -0.084
O -0.2517 -4.5468 -0.4270 -0.40 -0.03 0.26 -0.052
O 1.4467 -4.6236 -1.7646 -0.25 -0.33 -0.12 -0.062
O -6.8568 5.8811 5.0851 -0.05 0.01 0.02 -0.102
N -1.0548 1.0013 -1.1110 -0.26 0.38 -0.19 0.048
N 7.2146 2.5766 -3.6989 -0.03 0.13 0.13 0.189
N -3.0797 2.9056 1.4102 0.21 -0.35 -0.18 0.037
N 5.1840 1.8902 -2.8359 -0.37 0.01 0.11 0.155
N -7.7396 5.8502 5.9882 0.07 -0.09 -0.02 -0.622
N 1.7877 -0.5970 0.1323 -0.05 0.29 0.00 0.076
N 0.8178 -0.4508 -0.8161 -0.19 -0.16 -0.27 0.231
N 0.4901 1.1055 0.6783 -0.28 0.54 0.22 0.263
C 2.1606 -5.2601 -2.8426 0.30 -0.26 -0.45 -0.021
C -4.4116 -3.6920 2.1047 -0.08 0.00 0.03 -0.615
C 6.5526 1.9867 -2.6772 0.04 -0.08 -0.17 -0.661
C -1.3602 0.2771 -2.3285 0.34 -0.24 0.21 -0.294
C -0.2861 0.3862 -3.3851 0.27 -0.55 -0.34 -0.176
C -1.8347 2.1037 -0.5099 0.10 0.19 0.16 -0.108
C -4.5180 -1.2614 0.2321 0.06 -0.20 0.10 -0.055
C -2.5491 1.7085 0.7617 -0.19 0.49 0.52 -0.260
C -4.0475 5.4966 5.4906 -0.12 0.04 0.04 -0.223
C 1.5262 0.3760 1.0090 0.46 -0.40 -0.17 -0.122
C -5.4765 -5.2592 3.4499 -0.09 -0.14 0.11 -0.016
C 1.3707 -3.4361 -6.1636 0.08 -0.09 -0.64 -0.402
C 2.0881 -3.0335 0.4414 0.15 0.74 -0.21 -0.004
C -0.0750 -0.9758 -4.0765 -0.55 0.58 0.02 -0.104
C 4.1073 -1.4540 0.5972 0.50 0.37 -0.31 -0.187
C -3.3722 -2.0033 0.8842 -0.08 0.13 -0.10 -0.234
C 2.1962 -0.4529 3.3656 0.34 0.21 -0.26 -0.246
C 4.8971 -0.3599 -0.1354 -0.44 -0.46 0.35 -0.076
C 0.3373 -5.2652 -1.3932 0.13 -0.17 -0.79 -0.615
C -3.2463 4.6141 7.6574 -0.08 0.11 -0.15 -0.214
C 2.7463 -1.7219 -0.0076 0.07 -1.03 0.18 -0.269
C 0.0275 0.5886 -0.4634 0.10 -0.42 0.20 -0.278
C -2.3939 3.7809 6.7025 0.04 -0.08 0.26 -0.245
C -4.5053 4.9942 6.8608 0.33 -0.10 0.12 -0.214
C 6.2208 2.3301 -7.9887 -0.10 0.15 0.00 -0.679
C 2.2583 0.6777 2.3020 -0.74 0.26 0.31 -0.395
C -1.4926 -5.0958 0.0434 -0.14 0.06 0.05 -0.017
H 0.7614 -1.0832 -1.6067 0.15 -0.24 0.01 0.173
H 5.7219 -0.0189 0.4765 0.15 0.24 -0.09 0.088
H -6.4873 -5.0793 3.0913 0.02 0.00 -0.08 0.103
H 4.6582 -2.3805 0.4632 -0.04 -0.22 0.13 0.131
H -2.5444 -1.3160 1.0714 -0.03 0.02 0.21 0.109
H 2.9100 -1.8370 -1.0795 -0.04 0.30 -0.21 0.162
H -2.7753 2.9134 2.3820 -0.45 0.29 -0.06 0.021
H 2.4794 -6.2576 -2.5494 -0.08 -0.05 0.17 0.098
H -4.7672 5.2550 4.7148 0.00 0.05 -0.02 0.085
H -4.0845 -0.8418 -0.6765 -0.33 0.30 -0.19 0.059
H 5.3044 -0.7626 -1.0561 0.07 0.11 -0.19 0.092
H -1.8489 -4.4059 0.8003 0.05 0.00 0.06 0.071
H 4.2377 0.4752 -0.3632 0.12 0.28 0.02 0.052
H 4.0949 -1.2802 1.6716 -0.19 -0.01 0.11 0.095
H -4.9106 -0.4818 0.8847 0.14 0.12 -0.10 0.092
H -0.8568 -1.6805 -3.7994 -0.01 -0.22 -0.02 0.084
H 1.8314 -4.4310 -6.3512 0.01 -0.03 0.15 0.046
H 2.8592 -3.7954 0.4357 0.04 -0.18 0.15 0.107
H 1.5410 -5.3044 -3.7341 0.00 0.22 0.03 0.085
H 0.4562 -3.4570 -6.8151 0.00 0.03 0.22 0.044
H 1.3592 -3.3495 -0.2981 0.11 0.36 0.56 0.044
H 3.0292 -4.6396 -3.0397 -0.13 0.10 -0.01 0.093
H 1.6254 -2.9571 1.4207 -0.01 -0.04 0.24 0.086
H 2.0524 -2.7359 -6.7050 -0.02 0.04 0.19 0.044
H 6.7638 2.9084 -4.5334 -0.03 -0.15 -0.06 0.087
H -3.3594 1.0182 0.5381 -0.02 -0.12 -0.12 0.079
H -3.8514 6.5666 5.4893 0.10 0.00 -0.04 0.114
H -5.5028 -5.5062 4.5056 0.04 0.09 0.03 0.098
H -2.2131 -5.1492 -0.7697 0.00 -0.10 0.00 0.108
H -2.8272 2.7921 6.5509 -0.02 0.01 -0.06 0.102
H 0.8724 -1.4533 -3.8239 0.14 -0.36 -0.44 0.047
H 0.6608 0.6600 -2.9252 -0.05 0.38 0.15 0.097
H 8.2114 2.6530 -3.6180 0.02 -0.03 -0.02 0.117
H -3.4911 4.0557 8.5595 0.00 -0.01 0.01 0.114
H -1.8666 1.2252 1.4586 0.19 -0.32 -0.17 0.103
H -1.1351 2.9083 -0.2974 0.13 0.07 0.06 0.129
H -2.6789 3.7409 1.0031 -0.09 0.16 0.02 0.068
H -0.1382 -0.8774 -5.1542 0.40 -0.21 -0.19 0.084
H -1.3478 3.6934 6.9928 0.03 0.03 -0.12 0.092
H -5.3480 -1.9164 -0.0265 0.14 -0.14 -0.07 0.087
H -2.5555 2.4994 -1.2169 0.02 -0.19 -0.33 0.131
H -0.5101 1.1736 -4.1033 -0.29 0.27 0.13 0.116
H -1.3577 -6.0783 0.4889 0.10 -0.05 -0.13 0.109
H -5.0188 -6.0722 2.8924 0.00 0.03 -0.08 0.097
H -3.0026 -2.7898 0.2287 -0.12 -0.11 0.00 0.095
H 4.6805 2.2415 -3.6264 0.41 0.10 -0.25 0.049
H -5.0984 5.7501 7.3620 -0.13 -0.05 -0.03 0.111
H 4.6865 1.4345 -2.0980 0.08 0.03 0.06 0.052
H -5.1473 4.1245 6.7368 -0.11 0.06 0.00 0.116
H -1.5182 -0.7675 -2.0510 0.00 -0.16 -0.05 0.158
H -2.7017 5.5134 7.9553 0.05 -0.02 0.00 0.117
H 2.3346 -1.4544 2.9737 0.12 -0.17 0.08 0.157
```
Positions in Å, forces in eV/Å.

Its net charge is +1. Its multiplicity is 1. As for the HOMO energy: -7.47 eV.

---

C35H45BClFNO12PS | the ωB97M-V functional and the def2-TZVPD basis

```
98
Properties=species:S:1:pos:R:3:forces:R:3:lowdin_charge:R:1
Cl 3.9965 -0.0725 3.0843 0.17 -0.15 0.45 0.787
S 4.3936 1.9373 0.2899 1.47 0.53 0.23 0.581
P 8.3062 0.7283 -0.0919 0.86 0.32 2.25 0.887
F 3.5065 1.0156 -0.5573 -0.68 -0.84 -0.29 -0.094
O 4.9469 2.8945 -0.5639 0.76 0.70 -1.76 -0.192
O -4.2657 -2.5335 -1.5416 -0.04 -0.22 -0.08 0.087
O 1.8856 -4.0110 -0.5591 0.30 -0.07 -0.05 -0.039
O 6.7735 -1.1821 0.5920 0.23 -0.68 0.65 0.005
O -7.4725 8.4204 1.1948 -0.01 0.06 0.01 0.109
O -7.0725 3.2040 0.3928 -0.37 0.08 -0.02 0.086
O 7.0757 3.0265 1.3544 -0.76 0.72 -0.56 0.124
O -5.6285 -7.6449 -1.3999 -0.02 -0.06 0.00 0.110
O 3.6431 2.4123 1.3680 -1.40 0.13 1.66 -0.220
O 4.3679 -1.8420 -1.1922 0.26 0.16 0.48 -0.120
O 6.2348 -2.2631 2.5118 -0.41 1.52 -1.49 0.144
O 8.1786 2.0290 -1.0367 -0.24 -0.29 -0.83 -0.232
N 9.1784 -0.4225 -0.9574 -0.85 0.07 -0.19 -0.125
C 0.4823 -1.0928 0.9527 0.91 1.40 2.33 -0.021
C -7.3818 7.2272 1.0111 0.00 -0.04 -0.01 -0.386
C 5.6137 -1.5183 -1.7832 -0.72 0.10 -0.96 -0.213
C -4.1151 0.6378 -0.0468 -0.54 -0.41 0.40 -0.553
C 4.1936 -3.2403 -1.1211 -0.45 -0.56 0.24 -0.170
C 1.0505 -2.9370 -0.2950 2.01 -2.38 -0.40 -0.309
C -6.3370 -5.4103 -1.6130 0.01 0.01 0.00 0.023
C -5.3164 -6.4759 -1.4315 0.02 0.04 0.00 -0.385
C 5.6690 0.8907 0.9621 -0.34 -0.24 0.36 -0.301
C -1.4873 0.3566 0.3625 -0.33 -0.26 -0.30 -0.431
C -6.2782 5.3550 -0.1310 0.01 0.01 -0.01 0.026
C -1.2070 1.3008 -0.8210 0.45 -0.29 0.44 -0.008
C -8.2683 6.2681 1.7199 0.01 -0.02 -0.01 0.021
C -0.0101 -2.7167 -1.0662 -0.18 -2.11 -2.19 -0.021
C -1.1860 1.1054 1.6448 0.00 -0.01 0.05 -0.042
C -5.3608 -0.0502 0.5453 0.59 0.24 -0.16 -0.050
C 1.2933 -2.1345 0.7323 1.92 -0.35 1.36 0.002
C 6.0414 -1.3697 1.7149 0.60 -1.29 1.27 -0.455
C 4.9956 -0.3025 1.6659 -0.96 0.31 -0.02 -0.572
C -4.3241 0.5869 -1.5617 0.21 0.25 0.67 -0.039
C -6.3792 6.6655 0.0693 0.00 -0.01 0.00 0.023
C 2.8320 -3.7374 -1.5835 0.15 0.31 0.29 -0.148
C -5.9952 -4.1261 -1.6501 -0.02 0.01 0.01 0.027
C -0.7878 -1.6807 -0.8235 -2.84 0.71 -2.15 -0.047
C -7.1651 4.3982 0.5776 0.00 0.04 -0.01 -0.371
C -8.1668 4.9577 1.5195 0.00 0.01 0.02 0.024
C -4.1520 2.0605 0.4771 -0.48 0.02 -0.41 -0.048
C 6.6511 1.7162 3.4494 -0.55 0.48 -0.67 0.012
C 6.0596 -0.1260 -1.4818 0.06 -0.16 0.86 -0.102
C -0.5662 -0.8317 0.1772 -1.56 2.19 0.92 -0.199
C -4.5795 -3.7047 -1.5105 0.04 -0.09 0.02 -0.354
C 6.5421 0.0914 -0.0140 0.70 0.36 -2.24 -0.453
C -3.8994 -6.0507 -1.2910 -0.01 0.01 -0.01 0.027
C -2.9281 -0.2111 0.4329 -0.09 1.13 -0.03 -0.097
C -3.5583 -4.7662 -1.3283 0.03 0.00 -0.01 0.034
B 6.5079 1.9338 1.9079 0.34 -0.96 0.83 -0.580
H 0.7175 -0.4786 1.7872 0.11 0.48 0.58 0.104
H -0.1314 1.2440 1.7967 0.54 0.19 0.04 0.072
H -5.5198 -0.9921 0.0474 -0.15 -0.52 0.01 0.066
H -0.1496 1.2510 -1.0255 0.54 0.06 -0.14 0.085
H -3.1717 -6.8409 -1.1582 -0.03 -0.03 0.00 0.124
H -4.0222 -0.3911 -1.8840 0.07 -0.25 -0.55 0.050
H 7.2975 2.4731 3.8589 0.59 0.10 0.26 0.069
H 5.4653 -1.5599 -2.8596 0.08 -0.08 -0.46 0.136
H 6.9432 3.7560 1.9670 0.64 0.29 0.10 0.132
H -3.0141 -1.1619 -0.0539 0.06 -0.42 -0.33 0.081
H 8.5290 2.7533 -0.5152 -0.12 0.44 -0.03 0.047
H -0.2150 -3.3866 -1.8714 -0.11 -0.38 -0.55 0.131
H 4.9219 -3.7418 -1.7405 0.39 -0.06 -0.38 0.117
H -5.2206 -0.1845 1.6044 -0.11 -0.25 0.53 0.082
H -1.6379 -1.5203 -1.4598 -0.32 0.03 -0.31 0.123
H 3.0032 -4.6534 -2.1184 -0.13 -0.58 -0.19 0.121
H 6.3809 -2.2437 -1.5666 0.27 -0.34 0.49 0.119
H -3.1198 -0.4075 1.4765 0.04 -0.19 0.53 0.111
H -5.7436 7.3808 -0.4369 -0.02 0.03 0.02 0.122
H -6.7219 -3.3343 -1.7817 0.03 0.03 0.01 0.124
H -1.5882 0.5869 2.5014 0.00 -0.26 0.39 0.092
H 5.6757 1.9033 3.8760 -0.41 -0.22 0.36 0.054
H -1.6219 2.0863 1.6317 -0.34 0.47 -0.04 0.070
H -1.3936 2.3184 -0.5259 -0.45 0.47 -0.23 0.072
H 8.6301 -1.0730 -1.5068 0.22 -0.13 -0.24 0.037
H 4.3653 -3.6019 -0.1146 0.07 -0.02 0.50 0.136
H 9.7289 -0.9193 -0.2762 0.24 -0.28 -0.07 0.034
H -5.3809 0.7061 -1.7451 -0.36 0.14 -0.36 0.084
H -3.7822 1.3617 -2.0787 0.21 0.23 -0.32 0.069
H -6.2121 0.5882 0.3986 -0.58 0.19 -0.14 0.068
H 6.9116 0.0417 -2.1197 0.29 0.21 -0.49 0.101
H -8.9921 6.6970 2.4010 0.01 0.04 -0.01 0.122
H 6.9698 0.7219 3.7147 0.09 -0.37 0.26 0.077
H -2.5321 -4.4330 -1.2274 -0.02 0.04 0.02 0.111
H -8.8015 4.2416 2.0257 0.02 -0.03 -0.02 0.122
H -3.5674 2.7337 -0.1254 0.68 0.33 -0.01 0.072
H -7.3628 -5.7411 -1.7122 0.01 -0.04 0.00 0.122
H 2.4348 -3.0039 -2.2648 -0.28 0.30 -0.49 0.130
H -1.7016 1.0220 -1.7328 -0.37 -0.01 -0.32 0.073
H -3.9177 2.1373 1.5271 0.31 0.03 0.37 0.088
H 2.1370 -2.3260 1.3540 0.52 -0.10 0.49 0.124
H 5.3125 0.5727 -1.8086 -0.21 0.36 0.00 0.108
H -5.5543 4.9250 -0.8116 -0.01 -0.04 0.01 0.122
H -5.1714 2.4054 0.3646 -0.07 0.12 0.01 0.038
H 4.2931 -0.6778 0.9315 -0.22 -0.42 -0.31 0.095
```
Positions in Å, forces in eV/Å.

Its multiplicity is 1. As for the HOMO energy: -8.84 eV.

---

no.,frontier orbital gap (eV),total energy (Ha)
1,2.38,-5221.24833
2,7.27,-3642.70899